C39H35Cl8GeN5O2PSV | ωB97M-V/def2-TZVPD

Structure (XYZ):
```
93
C39H35Cl8GeN5O2PSV ωB97M-V/def2-TZVPD
V -0.3362 -1.3965 0.0234
C -1.8908 -1.7394 -6.0541
C -0.7041 -1.1102 -5.6979
C -0.0743 -1.4445 -4.5110
C -0.6384 -2.4017 -3.6679
C -1.8205 -3.0370 -4.0316
C -2.4426 -2.7069 -5.2281
P 0.1954 -2.7536 -2.1031
C 1.8020 -3.3955 -2.6562
C 1.8067 -4.3053 -3.7190
C 2.9989 -4.8421 -4.1706
C 4.1969 -4.4603 -3.5807
C 4.2011 -3.5483 -2.5388
C 3.0063 -3.0182 -2.0704
C -0.7470 -3.9917 -1.2074
C -1.0112 -5.3489 -1.3631
C -1.7118 -5.9872 -0.3534
C -2.1073 -5.2903 0.7893
C -1.8152 -3.9442 0.9506
C -1.1379 -3.2882 -0.0773
H -2.3824 -1.4778 -6.9817
H -0.2689 -0.3622 -6.3475
H 0.8581 -0.9621 -4.2360
H -2.2576 -3.7822 -3.3781
H -3.3593 -3.2053 -5.5144
H 0.8746 -4.5824 -4.1974
H 2.9977 -5.5511 -4.9876
H 5.1301 -4.8734 -3.9405
H 5.1364 -3.2520 -2.0829
H 3.0057 -2.3245 -1.2461
H -0.6705 -5.8905 -2.2366
H -1.9416 -7.0410 -0.4398
H -2.6350 -5.8183 1.5736
H -2.0978 -3.4286 1.8604
Cl 0.6355 0.4288 5.2561
Ge 1.3715 -1.1117 3.8007
Cl 1.4816 -2.5553 0.8935
Cl -0.6957 -0.7284 2.3167
O 3.9619 -0.1508 3.8693
C 3.3579 0.5173 3.0579
O 2.1221 0.3428 2.7096
C 4.0639 1.6680 2.3240
N 3.0545 2.5960 1.7001
C 3.1075 3.9125 2.4293
C 3.7990 3.5673 3.7375
C 4.8492 2.5499 3.2953
H 4.6862 1.2310 1.5441
H 2.0942 2.2020 1.7591
H 3.2011 2.7172 0.6963
H 2.0940 4.2952 2.5153
H 3.7042 4.6031 1.8356
H 3.0927 3.1058 4.4324
H 4.2231 4.4455 4.2187
H 5.2513 1.9495 4.1067
H 5.6757 3.0458 2.7841
N -4.1123 3.5389 1.3568
C -4.0239 2.4402 1.0355
C -3.9209 1.0665 0.6299
C -5.0477 0.2751 0.4417
C -4.8615 -1.0363 0.0534
C -3.5765 -1.5150 -0.1185
N -2.4883 -0.7625 0.0747
C -2.6627 0.5176 0.4237
H -6.0378 0.6831 0.5942
H -5.7016 -1.6939 -0.1160
H -3.4109 -2.5342 -0.4324
H -1.7781 1.1294 0.5670
S -0.0464 2.9773 1.0180
C -0.7129 3.6364 2.4508
N -1.4783 4.7244 2.3969
C -2.2452 5.2585 3.5213
C -2.4285 4.1797 4.5713
C -1.0837 3.5470 4.8827
N -0.4747 3.0782 3.6406
H -1.6917 5.0553 1.4703
H -3.2086 5.5875 3.1372
H -1.7263 6.1221 3.9447
H -3.1142 3.4162 4.1960
H -2.8599 4.6112 5.4733
H -1.1865 2.6892 5.5441
H -0.4262 4.2713 5.3727
H 0.0522 2.2152 3.6685
Cl 2.2621 0.2925 -0.3716
C 0.9996 0.9334 -1.3634
C -0.1821 0.1951 -1.4463
C -1.1257 0.7138 -2.3501
Cl -2.5861 -0.1211 -2.7415
C -0.9328 1.9303 -3.0192
Cl -2.1254 2.5473 -4.0914
C 0.2403 2.6593 -2.8358
Cl 0.4743 4.1614 -3.6267
C 1.2271 2.1420 -2.0116
Cl 2.7110 2.9976 -1.8007
```

Summary:
**2S+1**: 2
**Gap between HOMO and LUMO (alpha / beta)**: 6.98 / 7.55 eV
**Net charge**: +1
**HOMO (alpha / beta)**: -10.80 / -10.80 eV

=====

C39H35ClN2PtSi2 | ωB97M-V/def2-TZVPD

Structure (XYZ):
```
80
C39H35ClN2PtSi2 ωB97M-V/def2-TZVPD
C 1.2980 0.5828 0.2696
C 1.5844 -0.7777 0.0234
C 1.0634 -1.1144 -1.2710
H 2.2413 -1.4169 0.5980
C 0.3942 0.0822 -1.7870
C 0.5547 1.1036 -0.7962
H 0.2922 2.1383 -0.9313
H 1.6926 1.1599 1.0967
H 1.3227 -1.9434 -1.8992
H 0.0987 0.2411 -2.8117
Pt -1.0071 -1.1628 -0.6180
Si -2.2845 -3.2265 -1.1872
C -1.1450 -4.3893 -0.1062
C -1.7820 -5.2697 0.7575
H -2.8652 -5.2932 0.7407
C -1.0400 -6.0954 1.6110
H -1.5351 -6.7971 2.2784
C 0.3508 -6.0724 1.6071
H 0.9322 -6.7569 2.2314
C 0.9985 -5.1814 0.7543
H 2.0822 -5.1430 0.7057
C 0.2498 -4.3133 -0.0420
H 0.7803 -3.5995 -0.6791
C -0.9101 -3.4417 -2.8203
C 0.2977 -4.3355 -2.9902
H 0.8100 -4.8396 -2.1597
C 1.1213 -4.1974 -4.1749
H 2.0065 -4.8222 -4.2480
C 0.9554 -3.1406 -5.0269
H 1.6884 -2.9454 -5.8261
C -0.0715 -2.2248 -4.7919
H -0.1043 -1.3886 -5.4849
C -0.9627 -2.3418 -3.7385
H -1.7173 -1.5643 -3.6289
H -2.4232 -1.9292 -0.0302
Si -1.2442 -5.2643 -3.1533
C -1.7372 -5.6151 -4.8722
C -1.2435 -6.7641 -5.5169
H -1.0758 -7.6769 -4.9346
C -0.9968 -6.6959 -6.8906
H -0.5154 -7.5488 -7.3939
C -1.3617 -5.5179 -7.5749
H -1.0843 -5.4182 -8.6183
C -2.0877 -4.4805 -6.9610
H -2.4487 -3.5861 -7.4910
C -2.3634 -4.5951 -5.6033
H -3.0190 -3.8936 -5.0869
C -1.2172 -6.8824 -2.0746
C 0.0515 -7.4847 -2.0228
H 0.8848 -7.1222 -2.6439
C 0.2715 -8.6359 -1.2565
H 1.2886 -9.0217 -1.1746
C -0.8008 -9.2717 -0.6257
H -0.6295 -10.1531 -0.0097
C -2.0906 -8.7501 -0.7683
H -2.9548 -9.2493 -0.3175
C -2.3021 -7.5789 -1.4950
H -3.3343 -7.2631 -1.6400
H -3.4497 -3.2622 -0.2448
Cl -3.8350 -2.8877 -2.6705
C -0.1993 -0.9182 3.6537
C -0.6560 0.3609 4.0050
C -1.3701 1.0832 3.0521
C -1.5696 0.5573 1.7694
N -1.0136 -0.6434 1.4426
C -0.4088 -1.4170 2.3714
C -2.2259 1.2537 0.6655
C -2.7751 2.5335 0.7401
C -3.2585 3.1240 -0.4159
C -3.2285 2.4204 -1.6202
C -2.6980 1.1391 -1.6492
N -2.1656 0.6086 -0.5355
H 0.3461 -1.5231 4.3701
H -0.4706 0.7853 4.9974
H -1.7773 2.0699 3.2457
H -0.0583 -2.4130 2.0631
H -2.7801 3.0141 1.7101
H -3.6593 4.1249 -0.3780
H -3.5944 2.8441 -2.5468
H -2.6424 0.5203 -2.5423
```

Summary:
**2S+1**: 5
**Gap between HOMO and LUMO (alpha / beta)**: 5.85 / 5.00 eV
**Net charge**: +2
**HOMO (alpha / beta)**: -12.16 / -13.34 eV